# 1
{"formula": "CH8N3", "method": "wB97M-V/def2-TZVPD", "gap_ev": 11.99, "total_energy_ha": -206.957910, "e_lumo_ha": -0.1182, "charge": 1, "relative_energy_ev": 0.048, "species": ["N", "C", "N", "H", "H", "H", "H", "H", "N", "H", "H", "H"], "coordinates": [[-0.061585, 2.113239, 0.834940], [0.249377, 0.892186, 0.474169], [-0.605185, 0.005470, 0.039762], [-0.995238, 2.452678, 0.666014], [0.647770, 2.724104, 1.210423], [1.266339, 0.521271, 0.516732], [-0.285908, -0.928771, -0.345564], [-1.583884, 0.232534, -0.080690], [0.360615, -2.422137, -1.076322], [0.202256, -2.496533, -2.074534], [1.361490, -2.474118, -0.949585], [-0.012875, -3.281446, -0.688779]], "forces_ev_per_angstrom": [[0.33, -0.15, -0.08], [-0.44, -1.02, -0.37], [-0.02, 0.09, -0.24], [0.01, 0.27, 0.24], [-0.18, 0.10, -0.07], [0.17, 0.44, 0.26], [0.10, 0.18, 0.12], [0.03, 0.06, 0.09], [-0.18, 0.02, 0.02], [-0.01, 0.11, -0.13], [0.25, -0.06, 0.01], [-0.05, -0.02, 0.15]]}

---

# 2
{"formula": "C7H7Br3F2O6", "method": "wB97M-V/def2-TZVPD", "gap_ev": [6.93, 2.56], "total_energy_ha": -8643.734489, "e_lumo_ha": [-0.2248, -0.3855], "charge": 1, "spin_multiplicity": 2, "species": ["C", "C", "O", "C", "O", "O", "F", "H", "H", "H", "C", "C", "O", "C", "O", "O", "F", "H", "H", "H", "C", "Br", "Br", "Br", "H"], "coordinates": [[2.485767, -0.903158, 1.637848], [2.009640, -1.855474, 2.685920], [2.810570, -1.501883, 3.816495], [3.857199, -0.836538, 3.386322], [4.691547, -0.346312, 4.176944], [3.777670, -0.631144, 2.089860], [2.206118, -3.128548, 2.334997], [1.959614, 0.047165, 1.547510], [2.557636, -1.289601, 0.621190], [0.954181, -1.764272, 2.942423], [-3.924821, 0.838039, -0.330295], [-2.582032, 1.381055, -0.895654], [-2.802654, 1.438351, -2.281331], [-3.928087, 0.889955, -2.613211], [-4.266992, 0.573949, -3.735019], [-4.680636, 0.582465, -1.456302], [-1.655262, 0.458473, -0.588212], [-4.243351, 1.622414, 0.356298], [-3.669004, 0.083072, 0.413122], [-2.117917, 2.312240, -0.570707], [1.162190, 0.284413, -2.621501], [1.713404, 1.292843, -0.968161], [2.739392, -0.581414, -3.396783], [0.537747, 1.512053, -4.125011], [0.408080, -0.478144, -2.426741]], "forces_ev_per_angstrom": [[0.27, 0.33, -0.94], [-1.33, 0.59, 1.07], [-2.01, -1.56, -0.42], [3.77, 3.09, 4.35], [-2.49, -1.97, -3.32], [1.68, 0.81, -1.29], [0.55, -0.95, -0.24], [-0.44, -0.13, 0.52], [-0.11, -0.49, 0.21], [0.11, 0.16, 0.25], [2.09, 2.51, 1.38], [-1.02, 0.12, 0.41], [2.48, 1.11, 0.64], [-3.63, -3.00, -1.80], [0.67, 1.13, 2.58], [0.15, -0.08, -1.43], [1.70, -1.32, -0.38], [-1.22, 0.35, -0.54], [-0.35, -1.08, -0.91], [-0.72, 0.27, 0.03], [0.88, 1.11, 0.86], [-0.79, -0.84, -1.91], [-1.10, 0.87, -0.23], [0.93, -1.39, 1.13], [-0.05, 0.38, -0.04]]}

---

# 3
{"formula": "C4H7ClN5O", "method": "wB97M-V/def2-TZVPD", "gap_ev": 9.54, "total_energy_ha": -965.474158, "e_lumo_ha": -0.1343, "smiles": "NNc1nc(CC(=O)Cl)[nH][nH+]1", "charge": 1, "species": ["N", "N", "C", "N", "C", "C", "C", "O", "Cl", "N", "N", "H", "H", "H", "H", "H", "H", "H"], "coordinates": [[3.200042, -1.580046, -0.207410], [1.813132, -1.529758, -0.394516], [1.117431, -0.427827, -0.093297], [-0.324932, -0.504316, -0.329443], [-0.720954, 0.808609, 0.129771], [-2.293799, 1.073588, 0.059273], [-3.110688, -0.051056, -0.745680], [-3.004068, -0.269217, -1.973804], [-4.327182, -1.074196, 0.203215], [0.377660, 1.627133, 0.578012], [1.514785, 0.848469, 0.442687], [3.406534, -2.532917, 0.165686], [3.437227, -0.928624, 0.559936], [1.292110, -2.343951, -0.768464], [-2.683783, 1.041833, 1.149229], [-2.441808, 2.117424, -0.396961], [0.281895, 2.589471, 0.922231], [2.466405, 1.135389, 0.699537]], "forces_ev_per_angstrom": [[0.89, -0.90, 0.73], [-1.06, 1.75, 0.80], [-3.06, 0.53, -0.30], [2.94, 6.00, 2.82], [1.18, -3.33, -1.33], [0.55, 0.53, 1.32], [0.44, -1.08, -4.58], [-0.26, 1.36, 5.81], [1.52, 1.42, -0.64], [-3.86, -2.56, -1.38], [-0.03, -3.11, -1.17], [-0.01, 1.00, -0.38], [-0.10, -0.62, -0.44], [0.60, 0.95, 0.30], [0.62, 0.32, -1.79], [-0.15, -1.67, 0.58], [0.72, -0.74, -0.18], [-0.94, 0.16, -0.18]]}

---

# 4
{"formula": "C34H32F3N3O5W", "method": "wB97M-V/def2-TZVPD", "gap_ev": [5.62, 6.80], "total_energy_ha": -2222.035286, "e_lumo_ha": [-0.0339, -0.0230], "relative_energy_ev": 0.000, "species": ["W", "O", "C", "O", "C", "C", "N", "N", "C", "C", "O", "O", "H", "H", "H", "F", "C", "F", "F", "C", "C", "C", "C", "C", "C", "C", "C", "H", "H", "H", "H", "C", "C", "C", "C", "C", "C", "C", "C", "C", "C", "C", "C", "N", "H", "H", "H", "H", "H", "H", "H", "H", "H", "H", "H", "H", "H", "H", "H", "H", "H", "C", "C", "O", "C", "C", "C", "C", "C", "C", "H", "H", "H", "H", "H", "H", "H", "H"], "coordinates": [[0.197584, -0.639367, -0.191234], [4.813948, -0.037289, 3.487276], [3.706098, -0.123808, 4.203353], [3.691592, -0.038911, 5.403996], [2.432732, -0.351453, 3.458195], [1.199971, -0.468937, 4.073103], [0.282015, -0.635371, 3.107584], [0.852521, -0.650153, 1.895986], [2.153928, -0.470261, 2.089556], [2.981355, -0.415154, 0.845432], [4.192973, -0.283262, 0.915668], [2.289151, -0.496172, -0.244221], [4.649502, -0.135565, 2.512687], [0.948921, -0.443467, 5.119599], [-0.707663, -0.805458, 3.194957], [1.246349, 3.100603, -8.952351], [0.000535, 2.928148, -8.465610], [-0.572797, 4.148627, -8.459856], [-0.669200, 2.184059, -9.360072], [0.016143, 2.313820, -7.098167], [-0.524689, 1.058498, -6.868352], [-0.484255, 0.512321, -5.596783], [0.096227, 1.216244, -4.539527], [0.639074, 2.482354, -4.786640], [0.599388, 3.024819, -6.055685], [0.128391, 0.650488, -3.227877], [0.147753, 0.144389, -2.121163], [-0.976898, 0.507522, -7.680775], [-0.904697, -0.466175, -5.409552], [1.091946, 3.031640, -3.972484], [1.020475, 4.004628, -6.240753], [2.229644, -3.919987, 0.221209], [1.600620, -4.288394, -1.127142], [1.978432, -3.323051, -2.253421], [0.106242, -4.534863, -1.018238], [-0.353540, -5.825623, -1.250922], [-1.696366, -6.145439, -1.165337], [-2.609393, -5.161786, -0.830154], [-2.210351, -3.853505, -0.586116], [-3.285400, -2.846392, -0.218236], [-3.120429, -2.303170, 1.204891], [-3.454628, -1.742895, -1.266848], [-0.839376, -3.542677, -0.687099], [-0.414584, -2.237157, -0.456231], [3.296138, -3.721280, 0.100812], [2.111374, -4.737168, 0.934901], [1.767298, -3.034224, 0.653499], [2.027842, -5.256096, -1.405206], [1.621733, -2.309568, -2.086395], [1.565341, -3.667609, -3.202980], [3.064413, -3.278206, -2.351167], [0.366226, -6.593681, -1.507565], [-2.029036, -7.157790, -1.353820], [-3.662100, -5.407403, -0.756060], [-4.219890, -3.414762, -0.216009], [-2.197782, -1.732767, 1.304638], [-3.102856, -3.122537, 1.926153], [-3.955848, -1.645472, 1.455239], [-2.556196, -1.142218, -1.389848], [-4.273678, -1.078178, -0.981940], [-3.699465, -2.179310, -2.236396], [-3.042907, 1.881239, 1.234580], [-1.628935, 1.581098, 0.860621], [-1.375758, 0.463174, 0.320830], [-0.518893, 2.468266, 1.170982], [0.697320, 2.309912, 0.491917], [1.821021, 3.023460, 0.876709], [1.742378, 3.921390, 1.931266], [0.526446, 4.126450, 2.576994], [-0.598416, 3.415538, 2.198853], [-3.702423, 1.156346, 0.762684], [-3.324354, 2.886889, 0.919587], [-3.185820, 1.824330, 2.318631], [0.743893, 1.710277, -0.416395], [2.751922, 2.888385, 0.339985], [2.620040, 4.473753, 2.238716], [0.462171, 4.838921, 3.388958], [-1.534347, 3.570552, 2.720355]], "forces_ev_per_angstrom": [[-0.21, 0.10, -0.06], [-0.03, 0.03, 0.09], [0.05, -0.09, 0.02], [-0.01, 0.04, -0.01], [-0.04, 0.06, -0.01], [-0.01, -0.01, -0.10], [0.08, -0.02, -0.03], [0.11, 0.03, 0.08], [-0.10, -0.04, 0.08], [0.12, 0.02, 0.01], [-0.14, -0.02, -0.05], [-0.27, -0.05, 0.03], [0.02, 0.01, -0.04], [0.00, -0.01, 0.00], [0.00, 0.03, -0.01], [0.02, -0.01, 0.01], [0.00, 0.01, -0.02], [-0.01, 0.02, 0.02], [-0.01, -0.02, 0.00], [0.00, -0.01, 0.01], [0.01, 0.00, -0.01], [0.00, 0.00, 0.02], [-0.01, 0.02, -0.03], [0.00, 0.00, 0.01], [-0.01, 0.00, 0.00], [0.01, -0.03, 0.05], [0.00, -0.05, -0.08], [0.00, 0.00, 0.00], [0.00, 0.00, 0.00], [0.00, 0.00, 0.00], [0.00, 0.00, 0.00], [-0.01, -0.01, -0.02], [0.01, 0.01, 0.00], [0.00, 0.00, 0.00], [0.00, 0.04, 0.02], [0.00, 0.00, -0.01], [0.00, -0.01, 0.02], [0.00, 0.00, -0.01], [0.01, 0.03, 0.02], [0.00, 0.03, -0.01], [0.01, -0.02, -0.02], [0.01, -0.02, 0.01], [-0.03, -0.09, -0.08], [0.13, 0.16, 0.12], [0.00, 0.00, 0.00], [-0.01, 0.00, 0.00], [-0.01, 0.02, 0.01], [0.00, 0.00, 0.01], [0.00, 0.01, -0.01], [0.00, 0.00, 0.00], [0.00, 0.01, 0.00], [0.00, 0.00, 0.00], [0.00, 0.00, 0.00], [0.00, 0.00, 0.00], [0.00, 0.00, 0.00], [0.00, 0.02, 0.00], [0.00, 0.00, 0.00], [0.00, 0.01, 0.00], [0.00, 0.02, 0.01], [0.00, 0.00, 0.00], [0.00, 0.00, 0.00], [0.04, 0.02, 0.05], [0.04, 0.72, 0.32], [0.38, -0.93, -0.39], [-0.19, -0.20, -0.11], [0.03, 0.02, 0.14], [0.01, -0.03, -0.06], [0.04, 0.03, 0.02], [-0.03, -0.02, -0.02], [0.04, 0.08, 0.05], [0.00, 0.00, -0.01], [-0.03, 0.00, 0.01], [-0.04, 0.01, 0.01], [0.04, 0.10, -0.04], [0.00, 0.00, 0.00], [0.00, 0.00, 0.00], [0.00, 0.00, 0.00], [0.00, 0.00, 0.00]]}